Formula: C24H30AsCdCl3Ge2O2
Source: OMol25
Level of theory: the ωB97M-V functional and the def2-TZVPD basis

Output
- largest force on an atom (eV Å⁻¹) = 2.70
- relative energy (zero: lowest compared OMol25 entry of this formula, charge and spin) (kJ/mol) = 79.9
- spin multiplicity = 2
- net charge = +1

```
63
Properties=species:S:1:pos:R:3:forces:R:3
C 10.77039 8.74137 7.47087 0.31 -1.62 -0.68
H 14.12972 9.08093 4.97843 0.27 -0.19 0.54
H 9.15824 11.56197 6.60004 0.06 -0.64 -0.18
C 8.93636 9.63545 5.60118 0.33 0.63 -0.31
H 13.38023 10.79278 9.18478 -0.66 0.07 0.17
H 8.01789 5.04226 12.47006 0.34 0.11 -0.53
H 13.98603 10.34437 6.16938 0.39 -0.15 -0.06
H 6.24921 4.06645 10.03057 0.07 0.01 0.34
H 8.80906 7.12082 9.01307 -0.05 0.33 0.18
C 8.96354 5.16019 11.90516 0.54 0.00 0.82
H 11.63016 8.94577 13.49731 0.29 0.12 0.11
H 11.66521 7.56054 11.50380 -0.38 0.58 -0.23
H 9.38398 6.15921 12.13260 -0.29 -0.41 -0.40
H 14.57724 5.62668 6.78835 0.31 -1.09 0.34
H 7.44629 7.12440 10.22325 0.37 -0.06 0.11
C 7.21986 3.57962 9.99452 1.25 -0.20 1.69
Ge 12.11766 7.95682 8.64874 0.94 1.51 -0.14
C 15.81621 8.45485 8.59107 -0.23 -0.65 0.01
H 7.20485 6.55915 8.58899 0.29 -0.51 0.13
C 10.31699 7.85918 6.46324 -1.29 1.84 -0.49
H 10.69203 10.72727 8.37643 -0.30 -0.72 -1.40
H 7.30357 2.99934 9.11965 0.06 -0.77 -1.05
C 14.57716 4.39403 10.92646 2.30 1.04 0.74
H 13.46196 6.40188 5.68792 -0.27 0.10 0.01
Cd 11.87109 5.62787 9.45876 -0.99 -0.30 -0.34
H 15.79142 9.48231 8.96957 -0.07 -0.33 0.12
H 8.97463 7.74208 4.70698 0.02 -0.54 -0.02
C 15.16343 4.78486 13.64388 0.52 0.17 1.31
C 15.91595 4.63257 11.37330 -1.59 0.16 -1.34
H 7.49531 2.94972 10.89495 -0.93 0.51 -1.03
O 12.26513 4.71449 11.51144 2.03 -0.15 0.22
C 14.52001 9.40000 5.96192 -1.78 0.69 0.28
H 15.57163 9.60266 5.90538 0.58 0.08 -0.11
C 13.49854 4.62296 11.84328 -2.31 -0.32 0.98
H 8.36801 10.02884 4.74976 -0.16 -0.06 0.69
As 8.65176 4.87069 10.01457 0.55 0.63 -1.22
O 10.04928 4.40978 9.05654 -1.76 0.61 1.77
H 12.79452 11.18580 13.43524 0.06 0.05 0.17
C 16.21378 4.91332 12.71882 -1.21 -0.96 -0.98
C 9.32863 8.31096 5.54660 1.30 0.26 0.70
H 16.70140 4.72461 10.63818 0.07 -0.30 -0.11
H 13.50767 12.07362 11.18268 0.18 0.42 0.70
H 10.76593 6.90311 6.31018 0.07 -0.71 0.23
Cl 12.64512 4.62420 14.51551 0.32 0.04 -0.83
C 14.36423 6.52885 6.27604 0.24 0.56 0.05
H 15.44925 4.74155 14.69125 -0.25 0.27 -0.04
H 15.77396 7.70962 9.38862 0.20 0.34 0.38
Cl 17.79806 5.20633 13.21408 0.02 0.06 0.02
C 12.86075 10.43545 10.07961 0.53 0.14 2.40
C 7.93807 6.59508 9.40480 0.10 -0.30 -0.33
H 9.68082 4.43072 12.31872 -0.28 0.15 -0.37
C 9.45729 10.50096 6.57500 -0.67 1.03 -0.55
C 13.85848 4.69492 13.28503 0.06 -0.15 -0.61
C 11.91296 8.62856 11.40518 0.30 0.49 0.84
H 16.75809 8.29752 8.05938 -0.19 0.05 -0.15
Cl 14.20607 4.11071 9.24552 0.43 -0.03 0.81
Ge 14.24077 8.09820 7.45393 0.30 0.55 -1.50
C 12.30694 9.17879 10.18230 -0.27 -1.76 -0.77
C 13.02738 11.12305 11.32783 0.53 0.06 -2.65
C 12.66022 10.60201 12.54014 -0.75 0.33 0.11
H 15.16545 6.77611 5.58247 0.13 -0.25 -0.04
C 10.37169 10.07312 7.50579 -0.03 -0.06 1.74
C 12.02203 9.37301 12.57990 0.02 -0.78 -0.28
```
Positions in Å, forces in eV/Å.


Formula: C24H30CaN6
Source: OMol25
Level of theory: the ωB97M-V functional and the def2-TZVPD basis

Output
- largest force on an atom (eV Å⁻¹) = 0.36
- relative energy (zero: lowest compared OMol25 entry of this formula, charge and spin) (kJ/mol) = 0.0
- spin multiplicity = 1
- net charge = +2

```
61
Properties=species:S:1:pos:R:3:forces:R:3
C -1.97376 -2.36625 0.21947 -0.03 -0.01 -0.02
H -4.91552 2.44242 2.69816 -0.01 0.00 0.00
H -1.01137 -0.51352 -5.20554 -0.01 0.00 0.00
H 1.99303 2.28418 -4.65605 0.00 0.00 0.01
C 4.80493 -1.63764 2.02363 -0.03 0.02 -0.01
H -0.48752 1.55401 3.94089 -0.01 -0.01 -0.02
N 2.52254 -0.61521 0.81125 -0.11 0.08 0.00
C -2.20952 -2.06664 2.90354 0.00 -0.01 -0.07
H -2.77709 2.12571 3.93268 0.00 0.00 0.00
H 5.14694 -2.59710 0.12118 0.01 -0.01 0.00
C 2.81247 -0.31652 2.08824 0.08 -0.04 0.03
H -0.30962 -0.73285 3.99597 0.01 -0.01 -0.01
N 0.39469 0.54304 -2.48431 -0.01 -0.02 0.16
H 2.16547 1.65391 2.58786 -0.01 -0.01 -0.03
H 1.73836 2.15225 -2.33048 -0.01 0.00 0.00
H 3.09725 -1.65830 -0.87506 0.00 -0.01 0.00
C 1.42152 -0.39849 -2.99867 0.03 -0.01 0.02
C -0.01908 -0.85412 2.94650 0.05 -0.03 0.15
C -1.15182 -1.51902 2.19590 -0.10 -0.03 0.12
H -3.76277 -3.53641 0.28414 -0.01 0.00 0.01
H 1.14314 -1.41219 -2.68992 0.00 0.00 -0.01
H 0.81918 -1.55531 2.93232 -0.01 -0.01 0.00
N -1.04062 -1.65828 0.86409 0.09 0.18 0.08
C 3.93801 -0.81300 2.72445 0.00 0.00 -0.02
C 4.50851 -1.95278 0.70763 -0.03 0.01 -0.02
C 1.52084 -0.28235 -4.54394 0.00 0.00 0.00
C -0.34237 1.57148 2.85441 0.01 0.04 0.11
Ca 0.30751 0.17266 -0.01155 -0.07 -0.02 -0.35
N 0.47567 0.43291 2.41263 -0.04 -0.06 -0.14
H -1.65176 0.92190 -2.74602 0.00 0.00 0.00
H 5.69196 -2.03163 2.50065 0.00 -0.01 0.00
H -1.18691 -0.77951 -2.88258 0.00 0.00 -0.01
C -3.04662 -2.96359 0.85519 0.01 0.01 -0.03
C -1.67552 1.66328 2.15674 -0.09 0.03 0.02
H -2.80523 1.51310 -0.90199 -0.01 0.00 0.00
C -3.17107 -2.80145 2.22480 0.02 0.01 0.00
C -0.75259 0.40852 -4.68561 0.00 0.00 0.00
H 1.24581 -1.22033 -5.02584 0.01 0.00 0.01
H 2.37224 -0.14361 -2.52150 0.00 0.00 -0.01
H -3.99988 -3.24458 2.76023 -0.01 0.00 0.00
N 0.62148 0.76160 -5.01022 0.00 0.00 -0.05
H 0.03673 2.61077 -2.47633 0.00 0.00 0.00
C -2.83163 1.65929 0.17136 -0.05 -0.01 -0.02
C 1.88002 0.62288 2.81263 0.00 0.02 0.10
H -1.41121 1.19313 -5.05726 0.00 0.00 0.01
H -1.84984 -2.46500 -0.85314 -0.01 0.00 0.00
H 4.13267 -0.55563 3.75680 0.00 0.00 0.01
H 0.21495 2.48456 2.62784 -0.02 0.00 0.01
H 0.32099 2.80934 -4.79669 0.00 0.00 0.01
H -2.27163 -1.92994 3.97449 0.00 0.00 0.01
C -4.01077 2.17472 2.16936 0.02 0.00 0.00
C 0.80209 1.92538 -2.84814 0.00 0.02 0.01
N -1.67859 1.48895 0.82487 0.23 -0.10 0.01
H 2.53725 -0.03805 -4.85144 0.00 0.00 0.01
H 2.00119 0.49459 3.89469 0.01 0.02 -0.01
C 0.96708 2.03283 -4.38841 0.00 0.01 -0.01
C -0.89820 0.24174 -3.14889 -0.01 -0.01 0.01
C 3.36039 -1.42415 0.14952 0.04 -0.02 -0.02
C -4.01660 2.00705 0.79506 0.03 -0.01 -0.02
H -4.91541 2.14013 0.21083 -0.01 0.00 0.01
C -2.82040 1.99712 2.85961 0.02 -0.01 -0.02
```
Positions in Å, forces in eV/Å.


Formula: C24H30Cl5N2O6Ru
Source: OMol25
Level of theory: the ωB97M-V functional and the def2-TZVPD basis

Output
- largest force on an atom (eV Å⁻¹) = 1.48
- relative energy (zero: lowest compared OMol25 entry of this formula, charge and spin) (kJ/mol) = 541.1
- spin multiplicity = 2
- net charge = +2

```
68
Properties=species:S:1:pos:R:3:forces:R:3
N -4.70991 -2.30998 -1.82937 -0.17 0.01 -0.04
C 4.80222 -1.12912 1.57596 0.02 -0.56 -0.72
C 0.43453 3.00707 2.02758 -0.19 0.08 0.08
C -5.14650 -1.99972 -0.47033 0.02 -0.02 -0.01
H 1.56567 4.45670 0.19919 0.03 -0.01 0.00
O -3.05918 -2.89376 -3.28517 -0.15 0.02 -0.12
H -6.67930 -2.72071 -2.31969 -0.01 0.01 0.00
H -1.92321 0.12130 1.35472 0.03 -0.05 -0.03
H 0.45476 3.75338 2.82546 0.05 0.02 -0.02
H 4.33229 3.34448 0.93610 0.02 0.02 -0.02
C -2.02739 -0.90226 -0.91040 -0.14 0.36 0.19
C -5.86297 -1.42723 -3.85389 -0.02 -0.01 0.00
O 3.62344 0.78174 2.40129 0.22 -0.35 -0.10
C -0.02258 1.68470 2.59428 0.08 -0.08 -0.16
H -6.66335 -0.51234 -0.90844 0.00 0.00 -0.02
C 4.59476 -0.15605 2.52102 -0.48 0.62 0.16
O 0.05010 0.66156 1.58695 0.30 0.15 0.26
N -0.74579 -0.52073 -0.26873 0.08 -0.13 0.05
H -1.35900 1.42392 0.25898 0.01 0.03 0.02
H -0.23572 3.37177 1.23927 0.01 -0.03 0.00
Cl 7.79850 -3.33509 2.96518 -0.26 0.26 -0.05
H -2.63989 -0.05107 -1.17329 0.01 0.02 0.04
C 0.08124 0.06973 -1.43745 -0.27 -0.15 -0.23
C 6.58589 -2.13300 2.79043 0.36 -0.22 0.24
H 3.15968 1.82054 -2.50278 0.01 0.00 0.01
H 0.40671 -0.81234 -1.98803 -0.01 0.03 0.02
H -5.98289 -0.39969 0.70926 -0.01 -0.01 0.00
H 2.51467 4.76584 1.66244 -0.01 -0.02 0.02
H -6.11663 -0.48749 -3.36174 0.00 0.00 0.00
C -0.34640 -2.93754 -0.02974 -0.91 -0.75 -0.90
H -4.30643 -2.13458 0.21003 0.04 0.03 -0.04
H -4.93192 -1.30236 -4.40519 0.00 0.00 0.01
C -5.74146 -2.56334 -2.85125 0.05 0.01 0.05
C 5.41923 -0.17291 3.64164 0.28 0.15 0.60
C -1.43376 -3.23462 -0.87135 0.41 0.07 0.39
C 6.40285 -1.15116 3.77529 0.02 0.22 0.30
C -2.30346 -2.17603 -1.23865 0.36 -0.49 0.03
H -6.64992 -1.65340 -4.57243 0.00 0.00 -0.01
C -3.43797 -2.49645 -2.19774 0.34 0.05 0.11
H -5.88937 -2.74720 -0.18594 0.00 -0.01 0.02
C -5.74241 -0.60612 -0.33381 0.00 -0.01 -0.02
Cl 7.40041 -1.14949 5.16284 -0.04 -0.02 -0.09
O 1.74556 2.84075 1.48154 0.20 -0.35 0.12
Ru 2.61032 0.90939 0.81341 -0.48 -0.05 -0.77
C 1.22553 2.18337 -1.65835 -0.01 -0.13 0.01
H 0.74916 2.17663 -2.63994 0.01 -0.03 0.02
O 3.39668 2.42427 -0.58730 0.02 -0.41 0.21
C -1.07159 0.50848 0.78962 0.00 -0.02 -0.31
H -1.63452 -4.23965 -1.21099 -0.01 0.02 0.06
C 3.57779 3.61611 0.19943 0.06 0.17 0.17
C 2.68853 2.53003 -1.82354 -0.14 0.04 -0.25
H 0.79959 -1.39962 0.94431 -0.10 0.02 0.11
C -0.02680 -1.67380 0.31427 0.36 0.88 0.38
H 0.26945 -3.73301 0.36904 0.00 -0.01 -0.02
Cl 5.18957 1.03586 4.84462 0.02 -0.18 -0.19
H -5.05196 0.16064 -0.69343 0.02 -0.02 0.03
H -1.03240 1.76641 3.00143 0.00 0.02 -0.01
C 5.77324 -2.12225 1.67322 -0.41 0.05 -0.50
H 0.64957 1.35478 3.38519 -0.01 0.02 0.02
H 2.79022 3.53359 -2.24204 0.04 0.01 0.08
H -5.48481 -3.49092 -3.36171 0.00 0.00 -0.01
Cl 5.92057 -3.28525 0.41951 0.01 0.11 0.15
H 0.69488 2.87536 -1.00302 -0.01 0.02 -0.03
H -0.62247 0.65293 -2.03048 -0.01 0.03 0.01
H 3.96583 4.42278 -0.42384 -0.02 -0.03 -0.04
Cl 3.73679 -1.07687 0.17340 -0.03 0.19 0.27
C 2.29753 4.02527 0.88982 -0.04 0.02 -0.04
O 1.17417 0.85776 -1.06666 0.46 0.39 0.53
```
Positions in Å, forces in eV/Å.


Formula: C24H30F3O8RuS
Source: OMol25
Level of theory: the ωB97M-V functional and the def2-TZVPD basis

Output
- largest force on an atom (eV Å⁻¹) = 4.18
- spin multiplicity = 5
- calculated total energy (eV) = -63320.5184
- net charge = -1

```
67
Properties=species:S:1:pos:R:3:forces:R:3
C 0.93260 3.93431 0.40716 -0.35 0.97 0.38
H -5.43775 -0.58392 -4.58388 0.11 -0.04 -0.04
C 1.46234 -0.95999 -1.14154 -0.46 0.51 0.63
C -2.05296 -0.66244 -1.29076 -0.23 -0.40 0.36
C -1.89257 -1.85222 -2.25003 -0.98 -0.20 -0.50
H -1.75240 2.17307 -1.18502 0.44 -0.22 -0.48
H -4.34774 -5.41555 -3.03142 0.02 -0.03 0.14
H -3.90829 -0.53161 -5.53664 -0.16 -0.16 0.20
H 1.79478 -1.50047 0.89838 -0.16 -0.19 -0.24
C 0.80467 -0.05216 3.55099 -0.68 0.44 0.61
H -0.47848 -1.52791 2.46708 0.13 0.25 -0.15
F 4.18720 -0.88978 4.09080 0.70 0.30 -0.34
O -2.61256 -3.40517 -0.52056 0.00 0.36 -1.97
C -0.78923 1.65899 3.54345 -0.37 -0.91 0.09
C 0.20163 4.01993 1.66124 0.78 0.79 -0.39
C -1.30563 0.51946 2.80187 0.03 -1.15 1.86
O -1.04532 1.67132 0.58157 -1.05 -1.74 -3.65
C -3.95782 -4.91042 -2.14863 -0.16 -0.24 0.05
Ru 0.32302 2.00140 1.85001 3.16 -0.50 1.64
C -4.47775 -1.06642 -4.76719 -0.26 0.07 0.03
C 2.67641 -0.12126 -1.21133 0.58 0.42 0.08
C -0.33412 -0.52532 2.85328 -0.66 1.23 0.19
F 5.53697 -0.77774 2.36097 -0.12 0.20 0.66
C -2.60546 -1.66970 -3.59461 0.99 0.14 -1.30
H -4.77826 -4.58367 -1.49523 0.25 -0.11 -0.16
H 3.02834 0.15113 -0.19611 -0.08 -0.14 -0.57
H 1.60236 -2.88438 -0.22930 -0.05 0.15 0.28
H -2.28761 0.43708 2.35050 0.32 0.17 0.00
H 0.47798 4.03310 -0.57612 0.20 -0.04 0.32
C 1.19749 3.83103 2.71799 -0.07 0.65 -0.88
C 4.96042 -0.05659 3.34466 -0.32 0.23 -0.04
C -0.91564 0.25538 -1.63668 0.56 0.23 -0.64
H -4.61301 -2.11010 -5.07080 -0.03 0.26 -0.07
H -0.03192 -2.91514 -1.91074 0.01 0.33 -0.03
H 0.17868 -1.94581 0.26233 0.38 -0.02 -0.02
H -1.97937 -1.02508 -0.25780 -0.05 0.09 -0.18
H -3.28028 -5.55974 -1.57953 -0.24 0.15 -0.18
H 3.12705 3.94321 -0.02337 -0.23 -0.33 0.16
O 2.84341 0.61991 1.88936 1.36 0.53 0.72
H -1.34718 2.53326 3.86232 0.01 -0.21 0.07
C 1.25032 -1.86037 0.01083 0.06 -0.45 0.45
O 4.82395 2.07208 1.80167 -0.18 -0.59 0.77
H 0.76626 -0.27044 -2.95832 -0.26 0.00 0.28
O 3.42136 1.96777 3.85413 0.73 -0.44 -0.15
H 2.50644 0.81707 -1.77082 0.02 -0.35 0.14
H 0.03884 2.15172 -1.13034 -0.18 -0.28 -0.12
H -3.02585 -0.18039 -1.43572 0.14 -0.08 0.23
C -2.60469 -3.08378 -1.70677 0.39 -0.27 2.32
C 0.56052 1.29250 3.97408 -0.60 -0.88 0.02
H 1.18917 1.86378 4.64561 -0.06 -0.14 -0.33
F 5.93099 0.45613 4.14351 -0.52 -0.60 -0.51
C 2.31652 3.87559 0.69940 -0.15 0.16 0.34
O -2.17872 -2.08919 -4.65843 -0.34 0.53 1.08
H -0.20925 -2.25143 -3.54184 -0.02 -0.03 0.32
H 1.02927 4.00356 3.77612 -0.01 -0.11 -0.23
H 3.50187 -0.65316 -1.72700 -0.09 0.17 0.15
H 1.67570 -0.64005 3.81222 -0.06 0.26 -0.27
H -1.15960 0.62951 -2.64664 -0.04 0.14 0.14
H -0.81226 4.38126 1.78052 0.06 -0.07 0.01
O -3.24888 -3.77910 -2.65598 0.02 -0.20 0.48
C -0.38336 -2.04559 -2.47972 0.14 0.08 0.09
S 3.91109 1.31708 2.64980 -0.81 0.05 -0.98
C -0.86746 1.59725 -0.83681 -0.59 0.58 0.46
C 0.33327 -0.71632 -2.04433 -0.57 0.32 -0.67
O -3.78616 -1.03928 -3.51085 0.10 -0.13 -0.23
C 2.49324 3.86188 2.08839 -0.18 1.04 -0.13
H 3.42341 4.07193 2.61064 -0.30 -0.59 -0.24
```
Positions in Å, forces in eV/Å.